170
Properties=species:S:1:pos:R:3 method="wB97M-V/def2-TZVPD" e_homo_ev=-8.382 e_above_lowest_kj_mol=0.0 smiles="COCCNCCOC.COCCNCCOC.COCCNCCOC.COCCNCCOC.COCCNCCOC.COCCNCCOC.NC(N)=O.CO.CO.CO" homo_lumo_gap_ev=8.68 e_lumo_ev=0.30 total_charge=0
C -7.5881 -1.5196 5.5795
O -6.1964 -1.2640 5.3524
C -5.9543 0.0935 5.4126
C -6.3658 0.8347 4.1721
N -5.7719 0.2504 2.9065
C -4.3667 0.7411 2.7253
C -3.7986 0.2793 1.4119
O -3.5922 -1.1431 1.4427
C -3.2791 -1.6109 0.1343
H -7.6731 -2.6206 5.5093
H -8.1805 -1.0649 4.7577
H -8.0518 -1.0831 6.4739
H -4.8566 0.1667 5.4616
H -6.3968 0.5858 6.3238
H -5.9899 1.8563 4.2248
H -7.4503 0.9437 3.9964
H -5.7786 -0.7741 2.9921
H -3.6841 0.5189 3.5179
H -4.4188 1.8340 2.6904
H -2.8603 0.8115 1.2343
H -4.5398 0.5518 0.6564
H -3.9742 -1.2071 -0.6173
H -3.2919 -2.7074 0.1492
H -2.2359 -1.3163 -0.1229
C 4.3142 0.4039 -0.1207
O 5.3189 0.4769 0.8958
C 6.4439 -0.3216 0.6754
C 6.2274 -1.8518 0.7591
N 6.0584 -2.2811 2.1626
C 4.6538 -2.2029 2.5861
C 4.6125 -2.4896 4.0435
O 3.4472 -1.9986 4.7736
C 2.3126 -2.7912 4.4110
H 3.5868 1.1708 0.1273
H 3.7953 -0.5694 -0.1816
H 4.7166 0.6325 -1.0954
H 7.1705 -0.0874 1.4705
H 6.8497 -0.0625 -0.3016
H 7.1252 -2.2695 0.2715
H 5.3991 -2.1289 0.1066
H 6.4098 -3.2129 2.2592
H 3.9599 -2.7938 1.9948
H 4.3742 -1.1501 2.5364
H 5.4085 -1.8421 4.4261
H 4.8221 -3.5605 4.2370
H 1.5770 -2.6766 5.1738
H 2.6057 -3.8414 4.3979
H 1.8939 -2.4612 3.4595
C 2.5932 -6.5440 5.4702
O 1.3130 -6.4992 4.8420
C 1.2595 -7.4009 3.7642
C 0.1224 -7.1069 2.8277
N 0.1658 -5.8911 2.1068
C -0.4887 -4.7492 2.7575
C -0.4171 -3.6040 1.7741
O 0.9326 -3.4089 1.3418
C 1.1024 -2.3621 0.3919
H 3.3522 -6.2769 4.7058
H 2.8144 -7.4837 6.0128
H 2.6413 -5.7498 6.2254
H 1.1537 -8.3902 4.2162
H 2.2445 -7.3919 3.2521
H -0.8647 -7.1993 3.3331
H 0.1887 -8.0138 2.1670
H 1.1015 -5.6159 1.8390
H -0.0778 -4.4566 3.7322
H -1.5406 -4.9733 2.9797
H -0.8018 -2.7141 2.2402
H -1.0037 -3.7781 0.8727
H 2.0859 -2.5125 -0.0629
H 1.0195 -1.3303 0.8315
H 0.3557 -2.4256 -0.4148
C 2.3035 5.2596 1.5885
O 2.0055 4.2988 2.5914
C 2.2644 3.0102 2.2001
C 1.5485 2.0327 3.2045
N 0.2440 1.7161 2.7017
C -0.6980 2.8085 2.4641
C -1.2280 3.4645 3.6879
O -1.8388 2.4713 4.5310
C -2.4778 3.0636 5.6727
H 2.1179 6.2571 1.9862
H 1.6952 5.0999 0.6567
H 3.3824 5.2186 1.3873
H 3.3410 2.8366 2.1305
H 1.8188 2.9093 1.2022
H 1.6434 2.5438 4.1714
H 2.0564 1.0918 3.2464
H -0.2130 1.0870 3.3655
H -1.5960 2.4126 1.9695
H -0.2305 3.6212 1.8954
H -1.9708 4.2651 3.4486
H -0.4085 3.9925 4.2144
H -3.2929 3.7414 5.4934
H -1.6798 3.5741 6.1664
H -2.8065 2.2665 6.3409
C 4.8416 -2.1846 -3.2035
O 3.7818 -3.0613 -2.8864
C 2.5030 -2.4470 -2.9493
C 1.4207 -3.4605 -2.8376
N 1.0862 -3.9785 -4.1699
C 2.1543 -4.8123 -4.7452
C 1.5897 -5.4816 -5.9492
O 0.5399 -6.3531 -5.5338
C 0.1928 -7.2092 -6.6614
H 4.6196 -1.7739 -4.1877
H 5.7149 -2.8142 -3.3266
H 5.0227 -1.3506 -2.5236
H 2.4407 -1.9448 -3.9126
H 2.4506 -1.6477 -2.1945
H 0.5327 -3.0614 -2.3469
H 1.7694 -4.2753 -2.2066
H 0.3057 -4.6012 -3.9874
H 2.5353 -5.5565 -4.0429
H 2.9945 -4.1730 -5.0477
H 2.4098 -6.0264 -6.4282
H 1.2241 -4.8043 -6.6984
H -0.5963 -7.9002 -6.3701
H 1.0272 -7.7894 -7.1105
H -0.2316 -6.5976 -7.4612
C -3.7835 9.1991 -4.3060
O -3.4547 7.8939 -4.9318
C -4.2284 6.9214 -4.3568
C -3.5649 5.6427 -4.7551
N -2.3253 5.5129 -4.0016
C -1.4589 4.5050 -4.4041
C -0.2244 4.5768 -3.5314
O 0.1288 5.9464 -3.3339
C 1.0203 6.4343 -4.3535
H -3.1999 9.9519 -4.8391
H -3.5223 9.1987 -3.2470
H -4.8575 9.3673 -4.4736
H -5.2276 6.8577 -4.7705
H -4.2108 6.9615 -3.2373
H -3.4868 5.5666 -5.8806
H -4.1801 4.7688 -4.5786
H -1.8944 6.4017 -4.1319
H -1.2205 4.5623 -5.4951
H -1.9368 3.5424 -4.2441
H 0.6247 4.0702 -3.9914
H -0.4469 4.2206 -2.5424
H 0.4229 6.6036 -5.2472
H 1.8310 5.7370 -4.6244
H 1.4013 7.3916 -4.0208
N -3.8468 -2.1440 -3.8410
C -3.1275 -1.1662 -3.2806
N -1.8025 -1.4650 -3.2993
O -3.7043 -0.1609 -2.8416
H -3.3827 -2.6056 -4.6091
H -4.7890 -1.8543 -3.9288
H -1.5437 -2.4558 -3.2703
H -1.2031 -0.8426 -2.7619
C 3.2061 2.1116 -3.8208
O 2.2734 2.2610 -2.7430
H 3.0108 1.0925 -4.2161
H 3.1134 2.9289 -4.5860
H 4.2510 1.9751 -3.4912
H 2.2645 3.1373 -2.3255
C -1.5575 5.7558 -0.4451
O -0.6666 6.7555 -0.1361
H -1.1529 4.7585 -0.1520
H -2.4455 5.9409 0.1606
H -1.8287 5.7464 -1.5034
H 0.0133 6.8783 -0.8173
C -0.5422 1.1261 -0.9161
O 0.2441 0.2722 -1.7957
H -0.1443 2.1513 -1.0030
H -1.5803 1.2414 -1.2356
H -0.5515 0.7848 0.1324
H 0.9380 0.8345 -2.1710